Molecular formula: C3H9N3O
Method: DFT, ωB97M-V/def2-TZVPD

Values from the calculation:
gap between HOMO and LUMO	9.99	eV
structure (SMILES)	[H]/N=C(/N)NOCC
largest force on an atom	3.909	eV/A
E_LUMO	0.88	eV

Geometry as XYZ:
```
16
C3H9N3O | the OMol25 dataset | ωB97M-V/def2-TZVPD
C -2.0088 -0.7227 -0.3295
C -1.3284 0.7118 -0.1049
C 1.5442 0.2286 0.2099
H -1.2567 -1.5826 -0.4528
H -2.5315 -0.6365 -1.3163
H -2.7307 -1.0611 0.5823
H -0.7666 1.0423 -0.9451
H -2.2232 1.4143 0.1640
H 0.1287 -1.0503 0.5779
H 3.3148 -0.1020 -0.5924
H 3.1413 -1.2916 0.4519
H 0.6664 1.9061 0.1937
N 0.5974 -0.2471 1.0887
N 2.5448 -0.6958 -0.1715
N 1.4281 1.4087 -0.3849
O -0.5199 0.6780 1.0289
```

These are the natural (NBO) partial charges, in e, on atoms 1 to 2: -0.661 -0.095